ORCA calculation (wB97M-V/def2-TZVPD) on a single C6H12O molecule.

Output
- Electronic energy: -8461.7765 eV
- Spin multiplicity: 1
- Kohn-Sham gap: 9.5 eV
- Largest force on an atom: 0.49 eV Å⁻¹
- HOMO: -8.538 eV

Atoms and positions in Å:
C 2.15 -1.05 1.67
C 0.68 -0.64 1.57
C 0.36 0.10 0.27
C -1.11 0.53 0.19
C -1.48 1.15 -1.17
C -1.67 0.02 -2.15
O -0.77 0.15 -3.11
H 2.43 -1.71 0.84
H 2.81 -0.17 1.63
H 2.35 -1.58 2.61
H 0.42 0.00 2.42
H 0.04 -1.53 1.64
H 0.60 -0.55 -0.59
H 1.00 0.98 0.17
H -1.32 1.25 0.99
H -0.72 1.88 -1.49
H -2.45 1.65 -1.08
H -1.76 -0.34 0.36
H -0.89 -0.59 -3.72

ORCA calculation (wB97M-V/def2-TZVPD) on a single C24H31N3O6S molecule in a non-equilibrium geometry.

Output
- Electronic energy: -52982.2906 eV
- Spin multiplicity: 1
- Kohn-Sham gap: 8.9 eV
- Largest force on an atom: 1.10 eV Å⁻¹
- HOMO: -8.476 eV
- SMILES: CCOc1ccccc1NC(=O)[C@@H](NC(=O)c1cccc(S(=O)(=O)N2CCOCC2)c1)C(C)C

Atoms and positions in Å:
C 4.56 -4.69 -4.42
C 3.94 -4.86 -3.03
O 3.54 -3.63 -2.46
C 4.48 -2.78 -1.95
C 5.83 -3.05 -1.80
C 6.68 -2.10 -1.24
C 6.19 -0.88 -0.84
C 4.84 -0.59 -0.98
C 3.98 -1.53 -1.53
N 2.61 -1.32 -1.70
C 1.87 -0.22 -1.44
O 2.28 0.82 -0.95
C 0.40 -0.36 -1.85
N -0.33 0.72 -1.24
C -1.49 0.52 -0.59
O -2.07 -0.55 -0.58
C -2.05 1.72 0.11
C -1.72 3.03 -0.26
C -2.28 4.10 0.42
C -3.16 3.89 1.47
C -3.49 2.59 1.81
S -4.64 2.29 3.15
O -4.92 3.54 3.80
O -5.74 1.51 2.67
N -3.69 1.28 4.11
C -4.38 0.21 4.81
C -5.00 0.73 6.10
O -4.03 1.34 6.92
C -3.43 2.44 6.27
C -2.76 2.00 4.96
C -2.95 1.51 1.15
C 0.27 -0.34 -3.40
C -1.17 -0.65 -3.81
C 0.72 1.00 -3.96
H 3.86 -4.20 -5.08
H 5.46 -4.08 -4.37
H 4.82 -5.66 -4.83
H 3.02 -5.44 -3.11
H 4.63 -5.39 -2.36
H 6.24 -4.00 -2.10
H 7.72 -2.33 -1.13
H 6.85 -0.14 -0.41
H 4.44 0.36 -0.67
H 2.14 -2.12 -2.10
H -0.01 -1.31 -1.47
H 0.25 1.52 -1.03
H -1.06 3.22 -1.08
H -2.03 5.11 0.13
H -3.61 4.70 2.02
H -5.15 -0.16 4.13
H -3.65 -0.57 5.02
H -5.42 -0.09 6.69
H -5.79 1.46 5.86
H -2.69 2.84 6.97
H -4.18 3.20 6.04
H -2.39 2.86 4.41
H -1.92 1.32 5.18
H -3.23 0.51 1.42
H 0.93 -1.13 -3.79
H -1.84 0.11 -3.42
H -1.48 -1.62 -3.42
H -1.25 -0.67 -4.89
H 0.72 0.97 -5.05
H 1.72 1.25 -3.62
H 0.04 1.79 -3.64

ORCA calculation (wB97M-V/def2-TZVPD) on 6 unconnected molecules or ions with the total composition C14H20Cl16N2 in a non-equilibrium geometry.

Output
- Electronic energy: -218179.8988 eV
- Spin multiplicity: 1
- Kohn-Sham gap: 8.0 eV
- Largest force on an atom: 1.29 eV Å⁻¹
- HOMO: -7.886 eV
- SMILES: ClC(Cl)(Cl)Cl.ClC(Cl)(Cl)Cl.ClC(Cl)(Cl)Cl.ClC(Cl)(Cl)Cl.c1cc[nH]c1.CCN(CC)CC

Atoms and positions in Å:
Cl 5.38 -0.56 0.33
C 4.78 -1.81 -0.76
Cl 5.76 -1.83 -2.23
Cl 4.88 -3.36 0.06
Cl 3.10 -1.47 -1.25
Cl 1.76 4.97 -0.87
C 2.66 4.00 -2.06
Cl 3.92 5.00 -2.82
Cl 3.39 2.58 -1.32
Cl 1.53 3.47 -3.31
Cl -4.89 -3.05 4.32
C -4.58 -3.70 2.70
Cl -5.75 -2.95 1.56
Cl -2.95 -3.27 2.17
Cl -4.77 -5.45 2.74
Cl 5.82 4.08 0.82
C 5.21 3.57 2.40
Cl 5.75 4.64 3.69
Cl 3.44 3.56 2.34
Cl 5.77 1.90 2.74
C 1.46 -0.99 2.23
C 2.10 0.16 1.71
C 1.32 0.58 0.65
N 0.25 -0.25 0.50
C 0.36 -1.24 1.44
H 1.78 -1.61 3.05
H 3.07 0.53 1.97
H 1.46 1.40 -0.03
H -0.56 -0.26 -0.16
H -0.42 -1.97 1.58
C -3.23 0.41 1.16
C -3.06 0.68 -0.34
N -2.27 -0.29 -1.08
C -2.89 -1.64 -1.11
C -1.83 -2.69 -1.34
C -2.01 0.18 -2.44
C -0.96 1.27 -2.54
H -3.71 1.26 1.63
H -2.26 0.22 1.64
H -3.79 -0.51 1.30
H -4.08 0.75 -0.74
H -2.62 1.68 -0.45
H -3.42 -1.82 -0.18
H -3.61 -1.65 -1.94
H -1.11 -2.51 -2.13
H -1.25 -2.79 -0.42
H -2.27 -3.68 -1.52
H -2.97 0.54 -2.86
H -1.76 -0.66 -3.08
H -0.73 1.49 -3.58
H 0.00 0.89 -2.17
H -1.22 2.18 -2.01

ORCA calculation (wB97M-V/def2-TZVPD) on 15 unconnected molecules or ions with the total composition C5H41N2O14 in a non-equilibrium geometry.

Output
- Electronic energy: -37491.4954 eV
- Total charge: +1
- Spin multiplicity: 1
- Kohn-Sham gap: 8.1 eV
- Largest force on an atom: 2.04 eV Å⁻¹
- HOMO: -10.111 eV

Atoms and positions in Å:
C 0.08 -0.19 2.65
C 0.52 0.51 1.37
C -0.13 0.02 0.10
C 0.63 0.20 -0.99
N 0.23 -0.13 -2.28
C 0.56 0.88 -3.30
N 0.21 -1.67 2.36
H 0.66 -0.05 3.55
H -0.95 0.05 2.91
H 0.41 1.60 1.43
H 1.62 0.51 1.39
H -1.11 -0.45 0.07
H 1.59 0.70 -1.02
H -0.72 -0.44 -2.41
H -0.19 1.68 -3.25
H 1.56 1.28 -3.21
H 0.38 0.42 -4.27
H 1.05 -1.80 1.74
H -0.65 -2.05 1.94
H 0.32 -2.17 3.26
H 5.00 0.92 -2.95
H 3.80 1.66 -2.37
O 4.35 0.87 -2.25
H -4.08 0.75 1.71
H -3.87 -0.01 0.40
O -4.25 -0.11 1.29
H 2.05 -3.58 4.40
H 0.75 -4.35 4.45
O 1.13 -3.54 4.09
H 0.90 -4.10 -1.38
H 1.31 -2.76 -1.72
O 1.29 -3.33 -0.94
H 4.74 1.45 -0.49
H 5.09 0.93 1.00
O 4.47 1.40 0.45
H 3.28 3.10 0.67
H 3.88 4.48 0.96
O 3.12 4.05 0.55
H -1.44 4.87 -0.15
H -0.01 4.68 -0.51
O -0.82 4.17 -0.40
H 3.50 4.15 -2.76
H 3.39 3.75 -1.22
O 3.38 3.43 -2.14
H -3.49 -3.78 -0.99
H -2.61 -2.56 -1.07
O -3.31 -3.01 -1.55
H -2.77 2.32 3.38
H -4.19 1.69 3.52
O -3.57 2.06 2.90
H -3.71 1.19 -1.53
H -3.89 -0.34 -2.03
O -3.54 0.27 -1.33
H 2.61 -2.77 0.35
H 3.25 -1.49 0.84
O 2.74 -2.24 1.15
H -4.32 -2.20 -3.24
H -5.37 -1.16 -3.48
O -4.41 -1.25 -3.37
H -3.17 -3.00 1.69
H -2.95 -1.50 1.49
O -2.48 -2.36 1.51

ORCA calculation (wB97M-V/def2-TZVPD) on a single CHCl3F2Si molecule in a non-equilibrium geometry.

Output
- Electronic energy: -51936.6519 eV
- Spin multiplicity: 1
- Kohn-Sham gap: 11.7 eV
- Largest force on an atom: 1.36 eV Å⁻¹
- HOMO: -11.163 eV
- SMILES: F[SiH](F)C(Cl)(Cl)Cl

Atoms and positions in Å:
F -0.83 0.84 1.86
Si -0.20 0.84 0.41
F 0.94 1.93 0.49
C -1.55 1.51 -0.80
Cl -0.89 1.65 -2.44
Cl -2.94 0.40 -0.85
Cl -2.12 3.11 -0.28
H 0.30 -0.45 0.03

ORCA calculation (wB97M-V/def2-TZVPD) on 2 unconnected molecules or ions with the total composition C16H24ClN3O11PS2 in a non-equilibrium geometry.

Output
- Electronic energy: -87450.4873 eV
- Total charge: -1
- Spin multiplicity: 1
- Kohn-Sham gap: 7.2 eV
- Largest force on an atom: 2.34 eV Å⁻¹
- HOMO: -5.594 eV

Atoms and positions in Å:
C 4.00 1.64 0.86
C 3.06 0.78 0.01
C 1.80 0.20 0.70
C 0.99 1.35 1.13
N 0.43 2.28 1.51
C 0.99 -0.68 -0.42
C 0.73 -2.06 0.01
N 0.52 -3.12 0.40
N 1.61 -0.68 -1.71
C 2.08 -1.71 -2.30
C 3.20 -2.57 -1.76
C 1.57 -2.11 -3.66
S -0.69 0.09 -0.57
C -1.71 -1.28 -1.15
C -2.39 -2.11 -0.08
O -2.73 -3.23 -0.29
O -2.64 -1.53 1.14
C -3.50 -0.40 1.09
C -4.88 -0.76 0.54
C -5.76 -1.40 1.60
O -5.52 0.47 0.12
C -5.07 0.96 -1.05
O -4.90 0.28 -2.03
C -4.82 2.44 -1.06
S -3.07 2.79 -1.40
P 2.15 -0.72 2.26
O 2.83 0.09 3.26
O 3.05 -1.97 1.81
O 0.76 -1.29 2.83
H 3.51 2.42 1.43
H 4.51 1.00 1.59
H 4.79 2.05 0.23
H 2.68 1.42 -0.79
H 3.64 -0.01 -0.47
H 2.94 -3.63 -1.84
H 3.40 -2.37 -0.71
H 4.08 -2.37 -2.37
H 1.47 -3.20 -3.64
H 2.33 -1.91 -4.43
H 0.63 -1.63 -3.89
H -2.48 -0.86 -1.80
H -1.12 -1.96 -1.78
H -3.62 -0.07 2.12
H -3.05 0.44 0.56
H -4.83 -1.46 -0.30
H -5.25 -2.28 1.97
H -6.70 -1.69 1.14
H -5.95 -0.69 2.41
H -5.42 2.90 -1.85
H -5.08 2.91 -0.12
H -2.99 2.16 -2.58
H 2.60 -2.79 2.05
H 0.01 -0.96 2.32
O 4.26 5.68 2.32
Cl 5.57 5.38 1.79
O 5.57 4.03 1.26
O 6.55 5.48 2.85
O 5.89 6.31 0.74